No. 1
DFT (ωB97M-V/def2-TZVPD) results for a cluster of 2 separate species, C3H7FINO in total at a distorted geometry.

As for the frontier orbital gap: 6.48 eV. Its HOMO energy is -7.383 eV. Its energy above the lowest of the compared OMol25 structures with the same formula, charge and spin is 111.0 kcal per mole. As for the spin multiplicity: 1. The value obtained for the LUMO energy is -0.90 eV.

Each line ends with the Mulliken charge.
Atoms and positions in Å:
I  3.3024  -0.3059  -0.0401  0.111
F  1.5047  1.3403  -1.6110  -0.216
O  1.2680  1.5265  0.6566  -0.224
N  -0.5271  -0.9711  -0.1405  -0.470
C  -0.0821  -2.2934  -0.1896  -0.640
C  1.5692  0.7510  -0.3888  0.229
C  0.2339  2.4880  0.5521  -0.697
H  -0.6547  -2.8168  0.6831  0.279
H  -0.4018  2.0974  -0.2775  0.327
H  -0.1838  2.2343  1.4491  0.323
H  -0.1831  -2.7721  -1.0913  0.281
H  0.7381  3.4149  0.2698  0.270
H  0.9174  -2.4223  0.2485  0.195
H  -0.4756  -0.6294  0.8425  0.231



No. 2
DFT (ωB97M-V/def2-TZVPD) results for a cluster of 2 separate species, C3H7FN2O in total at a distorted geometry.

As for the frontier orbital gap (spin up / spin down): 9.35 / 7.43 eV. Its HOMO energy (spin up / spin down) is -8.676 / -7.162 eV. Its energy above the lowest of the compared OMol25 structures with the same formula, charge and spin is 93.9 kcal per mole. As for the spin multiplicity: 1. The value obtained for the LUMO energy (spin up / spin down) is 0.67 / 0.26 eV.

Each line ends with the Mulliken charge.
Atoms and positions in Å:
F  0.2665  -1.8564  -0.3367  -0.253
O  -0.6564  1.3565  1.4833  -0.421
N  -0.8830  -1.6081  0.4925  -0.252
N  0.2287  0.9785  -0.6690  -0.139
C  -0.3158  0.8400  0.4834  0.530
C  -0.6095  -2.1088  1.7965  -0.564
C  0.7034  2.2648  -1.1757  -0.820
H  0.3834  2.3858  -2.2102  0.301
H  0.2778  3.0655  -0.5709  0.306
H  -0.0499  -1.4034  2.4278  0.204
H  -1.5813  -2.3015  2.2548  0.252
H  0.4158  0.1475  -1.2190  0.241
H  -0.0437  -3.0456  1.7386  0.323
H  1.7919  2.3193  -1.1229  0.292



No. 3
DFT (ωB97M-V/def2-TZVPD) results for an isolated molecule of C3H7FN2O at a distorted geometry.

As for the frontier orbital gap: 10.33 eV. Its HOMO energy is -9.428 eV. Its energy above the lowest of the compared OMol25 structures with the same formula, charge and spin is 35.9 kcal per mole. As for the spin multiplicity: 1. The value obtained for the LUMO energy is 0.90 eV. Its SMILES is [H]/N=C(/CCF)NO.

Each line ends with the Mulliken charge.
Atoms and positions in Å:
F  0.3075  0.7573  -2.0347  -0.303
O  -0.4638  -1.5852  -1.0421  -0.457
N  -0.5701  -0.2242  2.1523  -0.628
N  -1.1562  -0.9807  0.0294  -0.173
C  -0.4281  -0.1916  0.8847  0.339
C  1.1675  0.7094  -0.9024  -0.316
C  0.4185  0.8937  0.3746  -0.481
H  -1.2691  -0.9141  2.4490  0.198
H  -1.6069  -1.7465  0.4992  0.280
H  -0.2207  1.7199  0.1083  0.228
H  0.9602  1.2712  1.2150  0.403
H  1.7076  -0.2287  -0.9368  0.274
H  -0.7097  -1.0319  -1.8180  0.353
H  1.8633  1.5515  -0.9784  0.284



No. 4
DFT (ωB97M-V/def2-TZVPD) results for a cluster of 2 separate species, C3H7FN2O in total at a distorted geometry.

As for the frontier orbital gap (spin up / spin down): 9.26 / 6.42 eV. Its expectation value of S² is 2.01. Its HOMO energy (spin up / spin down) is -8.372 / -9.181 eV. Its energy above the lowest of the compared OMol25 structures with the same formula, charge and spin is 19.4 kcal per mole. As for the spin multiplicity: 3. The value obtained for the LUMO energy (spin up / spin down) is 0.89 / -2.76 eV.

Each line ends with the Mulliken charge.
Atoms and positions in Å:
F  -0.5575  2.0153  -0.2517  -0.210
O  -0.6271  -1.2612  1.0152  -0.637
N  1.5336  0.9050  1.0184  -0.166
N  -0.4591  0.9655  0.6926  -0.329
C  -2.5408  -0.1205  0.0962  -0.787
C  2.0812  0.8668  -0.2508  -0.470
C  -1.0937  -0.2070  0.5766  0.713
H  -2.6716  0.9519  -0.2364  0.275
H  3.1616  0.5695  -0.1390  0.282
H  1.9343  1.8830  -0.7408  0.237
H  -2.6014  -0.7469  -0.8087  0.244
H  -3.2790  -0.4865  0.8683  0.244
H  1.1246  0.1790  1.5035  0.356
H  1.5820  0.0184  -0.8666  0.247



No. 5
DFT (ωB97M-V/def2-TZVPD) results for an isolated molecule of C3H7FS2 at a distorted geometry.

As for the frontier orbital gap: 10.03 eV. Its HOMO energy is -9.401 eV. Its energy above the lowest of the compared OMol25 structures with the same formula, charge and spin is 8.2 kcal per mole. As for the spin multiplicity: 1. The value obtained for the LUMO energy is 0.63 eV. Its SMILES is FC(CS)CS.

Each line ends with the Mulliken charge.
Atoms and positions in Å:
S  -0.7235  2.0168  0.8252  -0.207
S  0.4050  -0.5131  -1.9291  -0.237
F  -0.4500  -1.0306  1.8653  -0.301
C  0.2360  -0.6577  0.7655  0.181
C  0.6556  0.7724  0.8100  -0.796
C  -0.6051  -0.9406  -0.4674  -0.684
H  1.1673  -1.3439  0.7091  0.243
H  -0.4529  2.4291  -0.4326  0.142
H  1.2438  0.9713  1.6986  0.346
H  1.4144  1.0431  -0.0202  0.424
H  -1.4401  -0.2893  -0.3911  0.388
H  -0.9230  -1.9969  -0.5093  0.370
H  -0.5274  -0.4607  -2.9241  0.131



No. 6
DFT (ωB97M-V/def2-TZVPD) results for a cluster of 2 separate species, C3H7FSi in total at a distorted geometry.

As for the frontier orbital gap (spin up / spin down): 8.12 / 7.65 eV. Its HOMO energy (spin up / spin down) is -8.524 / -7.259 eV. Its energy above the lowest of the compared OMol25 structures with the same formula, charge and spin is 76.0 kcal per mole. As for the spin multiplicity: 1. The value obtained for the LUMO energy (spin up / spin down) is -0.41 / 0.39 eV.

Each line ends with the Mulliken charge.
Atoms and positions in Å:
Si  -1.3395  -0.4266  -0.5171  0.157
F  2.3458  -1.4658  0.5067  -0.213
C  -0.4140  1.5021  1.4830  -0.500
C  1.8884  -1.4591  -0.7743  -0.437
C  -0.9109  1.2499  0.2930  -0.244
H  -1.0562  2.1595  -0.3633  0.258
H  2.0632  -0.5842  -1.4544  0.325
H  -0.2880  2.5419  1.6091  0.265
H  -0.2319  0.6661  2.1892  0.240
H  1.7853  -2.5014  -1.0802  0.289
H  -2.5618  -1.2009  0.0286  -0.058
H  -1.2802  -0.4816  -1.9203  -0.083



No. 7
DFT (ωB97M-V/def2-TZVPD) results for a structure of composition C3H7I2N2O2 at a distorted geometry.

As for the total charge: +1. As for the frontier orbital gap: 8.21 eV. Its HOMO energy is -12.925 eV. Its energy above the lowest of the compared OMol25 structures with the same formula, charge and spin is 33.5 kcal per mole. As for the spin multiplicity: 1. The value obtained for the LUMO energy is -4.71 eV.

Each line ends with the Mulliken charge.
Atoms and positions in Å:
I  2.1510  0.9497  -1.7058  0.218
I  2.0693  -2.2504  0.0713  0.227
O  -0.8067  -1.7364  0.3442  -0.416
O  -1.1839  0.9912  1.1059  -0.492
N  1.0438  0.8941  1.4610  -0.231
N  -1.0854  0.6268  -1.3402  -0.552
C  0.1887  -1.4660  -0.4372  -0.341
C  0.1413  0.5313  -0.7501  0.065
C  0.0300  0.8044  0.6141  0.224
H  -0.8824  -1.7103  1.2941  0.404
H  0.8845  1.3627  2.3833  0.291
H  -1.2007  0.1348  -2.2308  0.240
H  -1.7867  0.5214  0.5337  0.436
H  -0.0635  -1.7698  -1.4557  0.492
H  -1.4412  1.5847  -1.2951  0.261
H  1.9418  0.5318  1.4073  0.173



No. 8
DFT (ωB97M-V/def2-TZVPD) results for a structure of composition C3H7I2NS at a distorted geometry.

As for the frontier orbital gap (spin up / spin down): 7.40 / 7.58 eV. Its HOMO energy (spin up / spin down) is -7.500 / -8.240 eV. Its energy above the lowest of the compared OMol25 structures with the same formula, charge and spin is 91.3 kcal per mole. As for the spin multiplicity: 1. The value obtained for the LUMO energy (spin up / spin down) is -0.10 / -0.66 eV.

Each line ends with the Mulliken charge.
Atoms and positions in Å:
I  1.9683  1.8422  0.8775  0.125
I  1.6281  0.1973  -2.1838  0.032
S  -1.1734  2.4596  0.0921  -0.112
N  -0.5461  0.8164  -0.2788  0.041
C  -1.2557  -0.2838  -1.0047  -0.854
C  0.7505  0.5429  -0.2351  -0.418
C  1.0099  -1.5635  1.2053  -0.847
H  -0.7696  -1.1869  -0.8218  0.229
H  0.5147  -2.2297  0.4020  0.247
H  0.4090  -1.1960  1.9477  0.371
H  2.0830  -1.4915  1.1939  0.352
H  -2.3501  -0.4526  -0.5832  0.257
H  -1.2825  0.0864  -2.0313  0.432
H  -0.9861  2.4591  1.4201  0.145



No. 9
DFT (ωB97M-V/def2-TZVPD) results for a structure of composition C3H7IN at a distorted geometry.

As for the total charge: +1. As for the frontier orbital gap: 8.51 eV. Its HOMO energy is -13.689 eV. Its energy above the lowest of the compared OMol25 structures with the same formula, charge and spin is 90.1 kcal per mole. As for the spin multiplicity: 1. The value obtained for the LUMO energy is -5.18 eV.

Each line ends with the Mulliken charge.
Atoms and positions in Å:
I  0.2812  1.2792  3.2087  0.169
N  -0.4787  -0.0166  0.8491  -0.133
C  0.3693  -0.4172  1.9633  -0.507
C  -0.2019  -0.1858  -0.4514  -0.125
C  -0.2522  0.3836  -2.4640  -0.547
H  0.7063  -0.8628  -0.5482  0.200
H  -1.3014  0.5725  1.0981  0.305
H  0.2042  -1.2891  2.6373  0.347
H  1.2850  -0.7212  1.5175  0.306
H  -0.4958  -0.6291  -2.8136  0.336
H  -0.9023  1.2698  -2.4866  0.336
H  0.7862  0.6167  -2.5101  0.314



No. 10
DFT (ωB97M-V/def2-TZVPD) results for a cluster of 2 separate species, C3H7IN2 in total at a distorted geometry.

As for the frontier orbital gap: 8.35 eV. Its HOMO energy is -8.039 eV. Its energy above the lowest of the compared OMol25 structures with the same formula, charge and spin is 108.7 kcal per mole. As for the spin multiplicity: 1. The value obtained for the LUMO energy is 0.32 eV.

Each line ends with the Mulliken charge.
Atoms and positions in Å:
I  -2.4126  0.4005  -0.1343  0.063
N  -0.6972  -0.3959  0.5603  -0.644
N  -0.4221  -1.5839  0.2403  0.197
C  -1.0807  -2.4412  -0.4922  -0.227
C  1.2513  1.7951  0.7950  -0.410
C  1.1304  1.9869  -0.4921  -0.450
H  1.1870  2.7178  1.5194  0.142
H  1.2441  1.1432  -1.0919  0.259
H  1.1725  0.8801  1.4039  0.251
H  -1.9867  -2.0750  -1.0988  0.117
H  0.9956  3.0052  -0.9437  0.209
H  -0.7801  -3.3955  -0.8096  0.246
H  0.3984  -2.0373  0.5438  0.246